Density functional theory data (the ωB97M-V functional and the def2-TZVPD basis) for the molecule C10H11N at a distorted geometry.

Values from the calculation:
* net charge: 0
* energy: -442.23315 Eh
* ΔE to the lowest compared entry with this formula, charge and spin: 4.213 eV
* HOMO energy (alpha / beta): -8.339 / -8.193 eV
* orbital gap (alpha / beta): 8.80 / 8.48 eV

Cartesian coordinates (Å):
C -0.959 -2.412 1.573
C -0.337 -1.176 1.411
C -1.483 -3.059 0.468
C -0.244 -0.610 0.147
C -0.821 -1.371 -0.874
C -0.068 1.039 -1.608
C -0.287 2.038 -2.396
C 0.415 0.688 -0.242
C 1.939 0.484 -0.298
C 0.071 1.825 0.734
N -1.403 -2.499 -0.735
H -1.041 -2.859 2.552
H 0.062 -0.663 2.277
H -1.978 -4.018 0.534
H -0.074 3.074 -2.133
H -0.691 1.899 -3.387
H 2.425 1.397 -0.634
H 2.183 -0.316 -0.991
H 2.321 0.223 0.687
H 0.570 2.741 0.425
H 0.403 1.575 1.739
H -1.004 2.000 0.752

Cartesian forces, eV/Å:
C -0.053 -0.124 0.002
C 0.054 0.137 -0.131
C 0.078 0.028 0.509
C -0.212 -0.152 -0.223
C 0.145 0.351 0.283
C -0.213 -1.165 0.411
C -0.020 0.563 -0.302
C 0.158 0.236 0.190
C -0.071 0.008 -0.009
C -0.053 -0.094 -0.134
N -0.007 0.223 -0.911
H 0.004 -0.033 0.051
H 0.040 0.047 0.046
H -0.015 -0.038 0.075
H 0.028 0.029 0.173
H -0.078 -0.101 -0.220
H 0.065 0.083 -0.020
H 0.051 -0.067 -0.054
H 0.026 -0.040 0.099
H 0.034 0.083 0.018
H 0.058 0.015 0.123
H -0.018 0.012 0.024